Entry 1:
C18H29N2O4P2S2Sc | ωB97M-V/def2-TZVPD

Results
**Total energy**: -91251.968 eV
**Frontier orbital gap (spin up / spin down)**: 4.544 / 4.549 eV
**E_HOMO (spin up / spin down)**: -5.19 / -5.20 eV
**Maximum force**: 4.00 eV Å⁻¹

XYZ file:
```
58
Properties=species:S:1:pos:R:3:forces:R:3:mulliken_charge:R:1
C 3.026 -3.344 -0.219 0.23 -2.37 -0.58 -1.04
C 2.405 -2.123 0.101 -0.05 1.42 1.71 1.07
N 1.025 -2.025 -0.014 -0.68 -0.31 -0.09 0.36
C 0.293 -3.146 -0.293 0.03 -0.83 0.34 0.62
C 0.876 -4.383 -0.432 -1.20 -0.33 -0.21 -0.76
C 2.279 -4.495 -0.440 0.84 1.50 0.18 -0.51
C 3.139 -1.105 0.751 -0.50 -0.57 -2.10 -1.47
P 2.389 0.383 1.292 0.92 0.01 1.06 0.96
Sc -0.044 -0.122 0.237 0.30 3.33 0.59 -0.75
P -1.844 -1.442 -0.997 -0.88 -1.21 -0.04 0.92
C -1.235 -3.046 -0.321 -0.06 0.01 0.13 -1.29
O 5.443 -0.526 -2.056 -2.15 -0.61 -0.09 -0.62
O 2.579 2.052 -3.818 -0.04 -1.04 1.69 -0.62
H 4.117 -3.391 -0.164 -0.40 0.01 -0.09 0.39
H 0.222 -5.270 -0.517 0.53 0.61 -0.13 0.37
H 2.737 -5.464 -0.612 0.10 0.23 0.08 0.42
C 2.697 0.167 3.122 -0.30 0.18 0.02 -1.36
C 3.527 1.797 0.891 -0.19 0.22 -0.16 -1.27
H -1.696 -3.837 -0.949 0.45 0.21 0.54 0.47
H -1.657 -3.117 0.707 0.31 -0.05 -0.50 0.43
H 4.648 -0.356 -1.481 1.20 -0.06 -0.37 0.27
H 4.202 -1.201 0.654 0.55 -0.03 0.38 0.53
C -3.595 -1.473 -0.618 -0.50 -0.04 -0.06 -1.18
C -1.768 -1.813 -2.798 0.00 0.31 0.02 -1.56
H 0.390 -0.525 -1.451 1.45 -0.22 -1.83 0.12
H 2.268 2.574 -3.050 0.06 0.02 -0.69 0.32
H 2.746 1.190 -3.352 -0.07 1.04 -0.95 0.30
H 5.010 -1.110 -2.727 0.87 0.60 0.55 0.33
H -0.033 1.638 2.087 -0.69 0.39 -0.05 0.23
H -0.147 -0.508 -1.948 0.18 0.46 -0.27 0.40
H 3.789 0.224 3.289 -0.56 -0.05 0.02 0.40
H 2.163 0.886 3.773 0.33 -0.28 -0.32 0.40
H 2.347 -0.858 3.338 0.19 0.50 0.08 0.33
H 4.485 1.730 1.432 -0.35 -0.26 -0.14 0.43
H 3.736 1.812 -0.188 -0.12 -0.04 0.27 0.28
H 3.078 2.774 1.142 -0.02 -0.51 -0.07 0.36
H -2.344 -2.742 -2.948 0.17 0.45 -0.22 0.48
H -2.199 -0.956 -3.348 0.10 -0.54 0.07 0.38
H -0.723 -1.959 -3.135 -0.60 -0.05 0.18 0.46
H -4.058 -2.304 -1.177 -0.11 0.35 0.33 0.44
H -3.717 -1.581 0.472 -0.06 0.05 -0.51 0.36
H -4.013 -0.501 -0.928 -0.06 -0.44 0.14 0.39
O -1.786 1.462 3.784 -0.84 -0.41 1.10 -0.63
S -2.302 1.219 2.477 2.06 0.89 -3.31 0.88
O -2.800 -0.100 2.086 0.15 0.92 0.72 -0.56
N -0.867 1.509 1.483 1.14 -2.45 2.13 -0.20
C -0.998 2.410 0.413 -2.45 1.12 0.46 0.71
S 0.154 2.412 -0.806 1.76 -1.20 -0.94 -0.44
C -2.239 3.069 0.535 1.76 -1.92 0.12 0.34
C -2.746 4.087 -0.273 -0.51 0.78 -0.81 -0.72
C -3.985 4.622 0.022 0.73 -0.15 -0.44 -0.49
C -4.718 4.118 1.114 -1.27 0.31 0.53 -0.63
C -4.252 3.080 1.903 -0.12 0.26 -0.06 -0.65
C -3.008 2.554 1.610 -1.35 0.16 0.90 0.11
H -2.115 4.412 -1.118 -0.54 -0.05 0.48 0.33
H -4.383 5.430 -0.611 0.11 -0.44 0.47 0.37
H -5.697 4.560 1.334 0.40 -0.21 -0.05 0.34
H -4.804 2.650 2.737 -0.19 0.35 -0.20 0.44
```
Forces are in eV/Å.

Entry 2:
C3H8OSi | ωB97M-V/def2-TZVPD

Results
**SMILES string**: C=C(C)O[SiH3]
**Total energy**: -13164.501 eV
**Frontier orbital gap**: 9.786 eV
**E_HOMO**: -8.95 eV
**Maximum force**: 3.23 eV Å⁻¹

XYZ file:
```
13
Properties=species:S:1:pos:R:3:forces:R:3:mulliken_charge:R:1
C -0.780 -0.412 0.006 1.63 1.95 -0.12 0.92
C -0.817 1.084 0.071 0.78 -2.07 0.10 -1.37
C -1.826 -1.236 -0.014 2.30 -2.24 -0.32 -0.87
O 0.584 -0.716 -0.146 0.05 -1.13 0.38 -0.34
Si 2.146 0.005 0.024 -2.04 -0.71 -0.53 0.32
H -0.172 1.399 0.884 -0.40 0.53 0.06 0.32
H -0.466 1.362 -0.885 0.72 0.93 -0.97 0.36
H -1.818 1.279 0.095 -2.62 1.62 0.73 0.38
H -2.884 -0.964 -0.058 0.71 -0.02 0.26 0.29
H -1.431 -2.307 -0.085 -1.39 1.26 0.01 0.22
H 2.915 -1.277 0.385 -0.13 1.26 -0.24 -0.08
H 2.077 1.121 1.064 0.34 -0.76 -0.44 -0.10
H 2.473 0.662 -1.340 0.03 -0.61 1.08 -0.06
```
Forces are in eV/Å.